# 1
ORCA calculation (ωB97M-V/def2-TZVPD) on 2 unconnected molecules or ions with the total composition C7H19ClN2Si in a non-equilibrium geometry.

Geometry (Å):
C  -1.488  0.676  2.192
C  -2.918  0.972  0.145
C  1.776  2.085  -0.183
C  1.930  0.587  -2.113
C  -1.251  -2.490  -0.167
C  1.275  -2.279  -0.291
C  -1.433  1.126  0.694
N  1.167  0.947  -0.880
N  0.005  -1.630  -0.466
Si  -0.121  0.078  -0.257
Cl  4.053  0.015  1.325
H  -2.337  1.323  2.740
H  -1.611  -0.403  2.196
H  -0.637  0.809  2.875
H  -3.091  -0.157  0.306
H  -3.020  1.286  -0.905
H  -3.466  1.639  0.775
H  2.068  2.838  -0.945
H  1.194  2.513  0.791
H  2.732  1.671  0.184
H  3.057  0.418  -1.904
H  1.373  -0.252  -2.668
H  2.039  1.390  -2.878
H  -0.926  -3.488  -0.498
H  -1.778  -2.517  0.745
H  -2.018  -2.055  -0.841
H  1.384  -2.457  0.799
H  1.157  -3.243  -0.806
H  2.131  -1.579  -0.691
H  -1.250  2.176  0.726

Results
Maximum force, hartree/bohr: 0.08441
LUMO level, eV: -0.8939
HOMO energy, eV: -6.98
Relative energy (zero: lowest compared OMol25 entry of this formula, charge and spin), kJ/mol: 527.1
E, eV: -30945.0121


# 2
ORCA calculation (ωB97M-V/def2-TZVPD) on a molecular structure, C7H19IMnO2 in a non-equilibrium geometry.

Geometry (Å):
C  2.822  2.596  1.035
C  1.923  3.381  1.906
H  3.467  2.006  1.713
H  3.370  3.153  0.246
H  2.284  1.763  0.503
H  0.856  3.028  1.859
H  2.185  3.313  2.967
H  1.809  4.341  1.410
Mn  -0.564  -0.154  0.200
C  -0.616  1.203  -1.350
H  -1.662  1.534  -1.318
H  -0.476  0.581  -2.250
H  0.084  2.045  -1.309
I  0.570  -0.982  2.251
C  -2.954  -0.396  1.046
O  -2.282  -0.876  -0.181
C  -1.986  -2.320  -0.326
C  -0.788  -2.590  -1.212
O  0.226  -1.531  -1.136
C  1.574  -1.891  -1.585
H  -2.484  0.529  1.495
H  -2.967  -1.178  1.860
H  -3.986  -0.139  0.683
H  -2.923  -2.537  -0.804
H  -1.844  -2.822  0.637
H  -0.232  -3.489  -0.969
H  -1.113  -2.623  -2.248
H  1.477  -2.265  -2.612
H  2.002  -2.684  -0.949
H  2.226  -0.995  -1.561

Results
Maximum force, hartree/bohr: 0.07859
LUMO level (spin up / spin down), eV: 0.4728 / 0.4210
HOMO energy (spin up / spin down), eV: -6.82 / -7.93
E, eV: -51080.3040
Spin multiplicity: 6


# 3
ORCA calculation (ωB97M-V/def2-TZVPD) on a gas-phase ion, C7H19N2O (charge +1) in a non-equilibrium geometry.

Geometry (Å):
C  0.617  -1.459  -2.652
C  0.222  -1.626  -1.179
N  0.746  -0.524  -0.372
C  2.162  -0.563  -0.139
C  -0.035  -0.086  0.962
N  0.848  0.787  1.755
O  -0.349  -1.165  1.735
C  -1.336  0.696  0.599
C  -2.095  1.080  1.851
C  -0.965  1.834  -0.349
H  0.062  -0.654  -3.005
H  1.718  -1.361  -2.758
H  0.411  -2.438  -3.170
H  0.801  -2.560  -0.798
H  -0.868  -1.641  -1.038
H  0.565  0.327  -0.906
H  2.319  -1.322  0.557
H  2.673  -0.757  -1.128
H  2.517  0.334  0.318
H  1.136  0.147  2.557
H  0.325  1.492  2.250
H  -1.091  -1.714  1.450
H  -2.114  0.034  -0.023
H  -1.644  2.028  2.126
H  -3.049  1.244  1.732
H  -1.781  0.326  2.675
H  -0.151  2.310  0.220
H  -0.748  1.548  -1.400
H  -1.843  2.597  -0.472

Results
Maximum force, hartree/bohr: 0.14101
LUMO level, eV: -2.5753
HOMO energy, eV: -14.57
Total charge: +1
Relative energy (zero: lowest compared OMol25 entry of this formula, charge and spin), kJ/mol: 273.1
Structure (SMILES): CC[N@H+](C)[C@](N)(O)C(C)C
E, eV: -12587.2682


# 4
ORCA calculation (ωB97M-V/def2-TZVPD) on 2 unconnected molecules or ions with the total composition C7H19P2 in a non-equilibrium geometry.

Geometry (Å):
C  0.006  -0.996  1.959
C  -3.089  1.293  -0.362
C  -2.261  -1.115  -1.885
C  -0.702  1.121  -2.022
C  2.517  -0.943  2.592
C  1.879  -1.408  -0.220
C  1.935  1.269  0.927
P  -1.599  0.149  -0.765
P  1.541  -0.403  1.249
H  -0.567  -0.238  2.433
H  -3.949  0.705  -0.065
H  -2.914  2.039  0.382
H  -3.404  1.713  -1.263
H  -2.924  -0.440  -2.523
H  -1.681  -1.778  -2.406
H  -2.984  -1.722  -1.240
H  -1.179  1.432  -2.950
H  -0.710  2.160  -1.516
H  0.303  0.591  -2.035
H  1.956  -1.609  3.180
H  2.679  -0.074  3.093
H  3.490  -1.507  2.365
H  2.299  -0.931  -1.046
H  0.940  -2.008  -0.570
H  2.614  -2.147  0.009
H  2.940  1.465  0.698
H  1.580  1.783  1.776
H  1.286  1.597  0.204

Results
Maximum force, hartree/bohr: 0.10970
LUMO level, eV: -5.2702
HOMO energy, eV: -12.35
Total charge: +1
Relative energy (zero: lowest compared OMol25 entry of this formula, charge and spin), kJ/mol: 377.7
E, eV: -26133.4544


# 5
ORCA calculation (ωB97M-V/def2-TZVPD) on a molecular structure, C7H20B2FN2O9Tl2 in a non-equilibrium geometry.

Geometry (Å):
Tl  -2.161  0.695  -5.483
Tl  -1.250  4.549  0.216
B  -0.513  4.502  -4.146
H  -1.501  4.381  -3.730
H  0.050  3.610  -3.922
H  -0.595  4.710  -5.201
H  -0.009  5.356  -3.720
B  -3.627  1.747  -1.689
H  -2.558  1.747  -1.838
H  -4.162  0.933  -2.153
H  -3.827  1.660  -0.632
H  -4.106  2.624  -2.094
C  1.379  -1.421  -0.216
C  1.008  -0.266  -1.132
O  0.718  -0.529  -2.331
O  1.102  0.864  -0.607
H  1.754  -2.191  -0.891
H  0.509  -1.894  0.239
H  2.217  -1.200  0.445
C  4.946  1.281  2.842
C  5.796  0.603  3.977
O  6.625  -0.250  3.321
C  6.632  0.080  1.946
O  7.302  -0.397  0.990
O  5.683  0.935  1.704
F  4.837  -0.070  4.682
H  4.983  2.349  3.058
H  3.903  0.964  2.824
H  6.255  1.327  4.650
C  -2.693  -4.994  -1.065
N  -3.436  -4.065  -1.997
O  -4.605  -4.356  -2.172
O  -2.849  -3.133  -2.589
H  -3.194  -5.957  -0.966
H  -2.661  -4.507  -0.091
H  -1.642  -5.153  -1.304
C  -3.073  -1.141  2.357
N  -2.628  -0.041  3.234
O  -2.700  -0.275  4.412
O  -2.212  1.023  2.719
H  -2.417  -1.167  1.486
H  -4.052  -0.865  1.965
H  -3.229  -2.071  2.903

Results
Maximum force, hartree/bohr: 0.13812
LUMO level, eV: -15.6465
HOMO energy, eV: -17.72
Total charge: +3
Relative energy (zero: lowest compared OMol25 entry of this formula, charge and spin), kJ/mol: 0.0
E, eV: -42392.7518


# 6
ORCA calculation (ωB97M-V/def2-TZVPD) on a molecular structure, C7H20CeClOSiTi in a non-equilibrium geometry.

Geometry (Å):
Ti  0.558  0.146  -3.620
Cl  1.376  -1.645  -2.365
C  2.335  1.216  -3.898
C  -0.484  -0.988  -4.969
H  2.279  1.589  -4.942
H  2.386  2.048  -3.164
H  3.153  0.479  -3.750
H  -0.377  -0.458  -5.936
H  -1.534  -1.030  -4.614
H  0.012  -1.981  -4.944
Ce  0.067  0.170  -0.505
C  -1.737  -1.037  0.151
C  -0.719  1.266  -2.664
H  -2.685  -0.559  -0.199
H  -1.621  -2.134  -0.022
H  -1.713  -0.901  1.272
H  -1.835  1.071  -2.690
H  -0.365  2.230  -2.150
C  1.588  -0.894  3.552
Si  0.051  0.029  3.133
C  -1.475  -0.862  3.717
C  0.009  1.822  3.557
O  0.389  0.249  1.489
H  1.625  -0.859  4.645
H  2.441  -0.370  3.101
H  1.552  -1.924  3.176
H  -1.379  -0.816  4.812
H  -2.420  -0.379  3.450
H  -1.520  -1.920  3.437
H  0.885  2.306  3.106
H  -0.904  2.303  3.186
H  0.061  1.833  4.649

Results
Maximum force, hartree/bohr: 0.07206
LUMO level (spin up / spin down), eV: 2.6958 / 2.5251
HOMO energy (spin up / spin down), eV: -0.13 / -4.64
Total charge: -1
Relative energy (zero: lowest compared OMol25 entry of this formula, charge and spin), kJ/mol: 99.0
E, eV: -66074.0309
Spin multiplicity: 3